Arrangement i

{"formula": "H29O15", "method": "ωB97M-V/def2-TZVPD", "elements": ["O", "H", "H", "O", "H", "H", "O", "H", "H", "O", "H", "H", "O", "H", "H", "O", "H", "H", "O", "H", "H", "O", "H", "H", "O", "H", "H", "O", "H", "O", "H", "H", "O", "H", "H", "O", "H", "H", "O", "H", "H", "O", "H", "H"], "xyz": [[-3.56, -0.07, 3.92], [-3.01, 0.73, 3.95], [3.53, -0.70, 1.50], [2.40, 1.37, -3.24], [3.22, 1.07, -3.62], [2.00, 0.68, -2.66], [3.70, -0.97, 2.43], [4.17, -1.80, 2.33], [0.45, 2.57, 1.06], [-4.32, 0.67, 0.18], [-4.54, -0.09, -0.38], [-3.38, 0.51, 0.21], [-2.22, -0.28, 1.56], [-2.73, -0.69, 2.28], [-0.58, -0.96, -1.39], [0.59, -1.17, 3.88], [1.34, -0.58, 3.78], [-0.05, -1.20, 3.18], [1.10, 0.00, -1.26], [-1.87, 0.56, 1.87], [0.40, 0.62, -1.46], [-3.66, -2.70, -0.02], [-3.67, -2.21, 0.80], [-3.96, 0.16, 3.06], [-0.30, -3.65, -3.29], [-0.91, -2.94, -3.06], [-0.57, -4.37, -2.72], [3.64, -0.62, -1.66], [3.28, -1.49, -1.53], [2.66, 0.74, 0.69], [2.02, 0.17, 0.16], [3.40, 0.61, 0.08], [-2.10, 2.78, -2.70], [-2.84, 3.32, -2.97], [-1.31, 3.31, -2.62], [-0.44, -1.90, -1.48], [0.54, -1.75, -1.48], [-2.75, -3.00, 0.00], [0.56, 2.36, 1.99], [1.25, 1.70, 2.06], [2.76, -0.13, -1.64], [1.82, 3.42, -0.91], [2.19, 2.67, -0.45], [2.28, 3.49, -1.75]], "nbo_charge": [-0.93, 0.47, 0.49, -1.00, 0.47, 0.49, -0.97, 0.45, 0.48, -0.97, 0.47, 0.49, -0.97, 0.48, 0.48, -0.98, 0.49, 0.48, -1.28, 0.49, 0.45, -0.94, 0.46, 0.47, -0.96, 0.50, 0.45, -1.00, 0.46, -1.03, 0.52, 0.48, -0.95, 0.47, 0.48, -1.01, 0.51, 0.48, -0.98, 0.49, 0.49, -0.98, 0.49, 0.48], "lumo_energy_ev": 2.49, "total_charge": -1}

---

Arrangement ii

{"formula": "H29O15", "method": "ωB97M-V/def2-TZVPD", "elements": ["O", "H", "H", "O", "H", "H", "O", "H", "H", "O", "H", "H", "O", "H", "H", "O", "H", "H", "O", "H", "H", "O", "H", "H", "O", "H", "H", "O", "H", "O", "H", "H", "O", "H", "H", "O", "H", "H", "O", "H", "H", "O", "H", "H"], "xyz": [[-0.69, 4.03, -0.76], [-0.90, 4.47, -1.50], [-0.62, 1.92, 3.93], [-0.16, -0.28, -4.76], [-0.09, -1.03, -4.19], [-0.40, 0.50, -4.33], [-0.92, 1.53, 3.05], [-0.33, 4.79, 3.34], [-0.33, -2.71, 0.11], [1.11, 0.32, 1.59], [1.84, 0.38, 1.03], [0.64, -0.57, 1.12], [0.13, 1.59, -0.93], [-0.17, 0.70, -1.10], [-3.00, -2.65, 0.56], [-1.36, -1.19, -1.46], [-0.29, -1.33, -1.17], [-1.95, -0.79, -0.77], [0.40, 4.78, 2.79], [0.20, 1.75, 0.05], [0.53, 3.94, 2.52], [1.86, -0.79, 3.97], [1.37, -1.29, 3.49], [-0.79, 2.96, -0.83], [-1.43, -1.65, 2.62], [-0.93, -0.85, 2.83], [-1.54, -1.34, 1.68], [0.58, -1.79, -0.07], [1.49, -2.05, -0.08], [2.12, 4.43, -1.71], [1.91, 4.86, -0.89], [1.43, 4.11, -2.11], [2.38, -0.49, -2.87], [1.66, -0.60, -2.52], [2.60, -0.64, -3.83], [-3.64, -2.01, -0.03], [-3.59, -2.40, -0.94], [1.71, 0.08, 3.61], [-1.26, -3.24, 0.42], [-1.21, -4.10, 0.03], [-1.76, 1.83, 2.78], [0.91, -5.31, -1.81], [0.53, -4.72, -1.11], [1.67, -4.63, -2.22]], "nbo_charge": [-1.01, 0.45, 0.48, -0.96, 0.48, 0.48, -0.96, 0.46, 0.50, -1.04, 0.46, 0.52, -0.97, 0.50, 0.52, -1.08, 0.50, 0.49, -0.93, 0.51, 0.47, -0.94, 0.45, 0.51, -0.93, 0.46, 0.47, -1.14, 0.46, -0.94, 0.48, 0.46, -0.95, 0.45, 0.49, -1.02, 0.47, 0.48, -1.07, 0.44, 0.48, -0.95, 0.48, 0.47], "lumo_energy_ev": 2.31, "total_charge": -1}

---

Which of them is most stable, and which least? Most stable: arrangement i; least stable: arrangement ii.

---

Arrangement i

{"formula": "C3H5F3Se", "method": "ωB97M-V/def2-TZVPD", "elements": ["C", "Se", "C", "C", "F", "F", "F", "H", "H", "H", "H", "H"], "xyz": [[1.14, 1.19, 0.87], [1.47, 0.64, -0.99], [0.12, -0.90, -0.90], [-1.25, -0.52, -0.27], [-1.22, -0.50, 1.05], [-1.83, 0.68, -0.68], [-2.07, -1.51, -0.54], [1.39, 2.19, 0.97], [0.09, 1.07, 1.03], [1.67, 0.64, 1.63], [0.57, -1.69, -0.32], [-0.08, -1.30, -1.85]], "nbo_charge": [-0.76, 0.26, -0.62, 0.97, -0.32, -0.34, -0.32, 0.22, 0.23, 0.22, 0.24, 0.24], "lumo_energy_ev": 0.68}

---

Arrangement ii

{"formula": "C3H5F3Se", "method": "ωB97M-V/def2-TZVPD", "elements": ["C", "C", "C", "F", "F", "F", "Se", "H", "H", "H", "H", "H"], "xyz": [[-0.58, -1.15, -1.99], [-0.40, 0.36, 0.38], [0.90, 0.95, -0.13], [1.22, 2.05, 0.60], [2.03, 0.16, -0.28], [0.63, 1.41, -1.42], [-1.41, -0.80, -0.54], [-1.06, -1.62, -2.88], [0.37, -0.78, -2.32], [-0.71, -0.48, 3.96], [-0.50, -0.42, 3.16], [-0.48, 0.31, 1.47]], "nbo_charge": [-0.82, -0.80, 0.95, -0.32, -0.33, -0.36, 0.96, 0.24, 0.24, 0.03, -0.03, 0.23], "lumo_energy_ev": [-0.74, -0.70]}

---

Which of them is most stable, and which least? Most stable: arrangement i; least stable: arrangement ii.

---

Arrangement i

{"formula": "C4H6NO3S", "method": "ωB97M-V/def2-TZVPD", "elements": ["C", "C", "C", "C", "N", "O", "O", "O", "S", "H", "H", "H", "H", "H", "H"], "xyz": [[-0.91, 2.15, 0.00], [-0.27, -0.11, 1.26], [0.23, -0.04, -1.03], [-0.82, 0.45, -0.06], [2.18, -2.17, -0.58], [0.05, 2.69, 0.47], [-1.95, 2.58, -0.50], [0.21, -1.48, 1.18], [0.65, -1.96, -0.36], [0.55, 0.48, 1.65], [-1.12, -0.04, 1.89], [-0.20, -0.29, -1.94], [1.01, 0.59, -1.15], [-1.87, 0.30, -0.15], [2.24, -3.17, -0.69]], "nbo_charge": [0.82, -0.08, -0.44, -0.43, -1.11, -0.75, -0.76, -0.74, 1.15, 0.20, 0.18, 0.20, 0.22, 0.22, 0.33], "lumo_energy_ev": 3.15, "total_charge": -1}

---

Arrangement ii

{"formula": "C4H6NO3S", "method": "ωB97M-V/def2-TZVPD", "elements": ["O", "S", "O", "C", "C", "N", "C", "C", "O", "H", "H", "H", "H", "H", "H"], "xyz": [[-0.34, -1.29, -2.47], [0.90, -1.07, -1.72], [2.08, -0.89, -2.65], [0.89, 0.21, -0.38], [0.06, 1.26, -0.57], [-0.70, 1.84, 0.28], [-0.74, 1.07, 1.49], [-0.46, -0.39, 1.24], [0.76, -0.64, 0.74], [0.91, -2.23, -0.93], [0.10, 1.63, -1.62], [-1.74, 1.05, 1.78], [0.07, 1.32, 2.14], [-0.54, -1.04, 2.13], [-1.27, -0.84, 0.56]], "nbo_charge": [-0.99, 1.87, -0.97, -0.26, 0.00, -0.56, -0.29, -0.07, -0.54, -0.02, 0.18, 0.19, 0.18, 0.16, 0.14], "lumo_energy_ev": 3.58, "total_charge": -1}

---

Which of them is most stable, and which least? Most stable: arrangement i; least stable: arrangement ii.